{"formula": "C25H37N8O3S2Yb", "method": "ωB97M-V/def2-TZVPD", "species": ["Yb", "N", "C", "C", "N", "C", "C", "N", "C", "C", "N", "H", "H", "H", "H", "H", "H", "H", "H", "H", "H", "H", "H", "H", "H", "H", "H", "H", "H", "C", "O", "C", "C", "C", "C", "C", "C", "O", "C", "O", "C", "H", "H", "H", "H", "H", "H", "H", "H", "H", "N", "C", "S", "C", "C", "C", "N", "C", "C", "H", "H", "H", "H", "H", "H", "S", "C", "N", "C", "C", "C", "N", "H", "H", "H", "H"], "xyz": [[12.8871, 12.8513, 10.4803], [14.4137, 13.5290, 12.3632], [15.4680, 14.4570, 11.9607], [16.1210, 14.0355, 10.6008], [15.1653, 14.0431, 9.4438], [14.7858, 15.4277, 9.0752], [13.2858, 15.7822, 8.9634], [12.5340, 15.3593, 10.1657], [15.6212, 13.2530, 8.2714], [14.4466, 12.6456, 7.4667], [13.5098, 11.8641, 8.2867], [13.8506, 13.8595, 13.1565], [14.8139, 12.6141, 12.6370], [16.3309, 14.5110, 12.6518], [15.0565, 15.4783, 11.9170], [16.4747, 13.0155, 10.7836], [16.9956, 14.6770, 10.4557], [15.2439, 15.6832, 8.1156], [15.2131, 16.1368, 9.7871], [12.8659, 15.3223, 8.0551], [13.2708, 16.8725, 8.8103], [11.5198, 15.5100, 10.0419], [12.8222, 15.8378, 11.0236], [16.2867, 12.4555, 8.6421], [16.2360, 13.8364, 7.5544], [14.9087, 12.0273, 6.7083], [13.9302, 13.4481, 6.8672], [13.9523, 11.0206, 8.6374], [12.6554, 11.6096, 7.7611], [9.0301, 6.0988, 13.3983], [9.0337, 7.4345, 12.8864], [10.2320, 7.8947, 12.4706], [11.4244, 7.1852, 12.6941], [12.6208, 7.7475, 12.2808], [12.6679, 8.9998, 11.6416], [13.9508, 9.6679, 11.4846], [15.2601, 8.9087, 11.7235], [14.0710, 10.8838, 11.0901], [11.3935, 9.7457, 11.3466], [11.4124, 10.8522, 10.7131], [10.2063, 9.0689, 11.7201], [7.9872, 5.8430, 13.6210], [9.5905, 6.0063, 14.3209], [9.4055, 5.4283, 12.6305], [11.3509, 6.2009, 13.1360], [13.5498, 7.2053, 12.3747], [15.2099, 7.9610, 11.2423], [15.4744, 8.7145, 12.7709], [16.0733, 9.5310, 11.3403], [9.2972, 9.5972, 11.4772], [6.9432, 14.9371, 5.8399], [6.8341, 14.1599, 6.9354], [5.3974, 13.5960, 7.5213], [8.1542, 13.8441, 7.5021], [8.2690, 13.4202, 8.8484], [9.4890, 13.2783, 9.4670], [10.6685, 13.4242, 8.7871], [10.5546, 13.6666, 7.4871], [9.3620, 13.9249, 6.8242], [6.0938, 15.1577, 5.3395], [7.7396, 15.5720, 5.7854], [7.3846, 13.2137, 9.4325], [9.5615, 13.0001, 10.5171], [11.4700, 13.6934, 6.8986], [9.4076, 14.1863, 5.7727], [11.4203, 13.1948, 13.2905], [9.8834, 13.8797, 13.5422], [9.4094, 14.0899, 14.8246], [8.1654, 14.5803, 15.0963], [7.3569, 14.8718, 14.0440], [7.8639, 14.6693, 12.7510], [9.0665, 14.1949, 12.5403], [10.0779, 13.8484, 15.5609], [7.8803, 14.6863, 16.1364], [6.3610, 15.2355, 14.2150], [7.3001, 14.8593, 11.8532]], "lowdin_spin": [1.0065, -0.0011, 0.0000, 0.0000, -0.0012, 0.0000, 0.0000, -0.0010, 0.0001, 0.0001, -0.0017, 0.0000, 0.0000, 0.0000, 0.0000, 0.0000, 0.0000, 0.0000, 0.0000, 0.0000, 0.0000, 0.0000, 0.0000, 0.0000, 0.0000, 0.0000, 0.0000, 0.0000, 0.0000, 0.0000, 0.0000, 0.0000, 0.0000, 0.0000, 0.0000, 0.0000, 0.0000, -0.0006, 0.0001, 0.0000, 0.0000, 0.0000, 0.0000, 0.0000, 0.0000, 0.0000, 0.0000, 0.0000, 0.0000, 0.0000, 0.0000, 0.0000, 0.0000, 0.0000, 0.0000, 0.0000, -0.0005, 0.0000, 0.0000, 0.0000, 0.0000, 0.0000, 0.0000, 0.0000, 0.0000, -0.0004, -0.0001, 0.0000, 0.0000, 0.0000, 0.0000, 0.0000, 0.0000, 0.0000, 0.0000, 0.0000], "spin_multiplicity": 2, "homo_lumo_gap_ev": [6.73, 6.18], "homo_ev": [-12.096, -12.096], "total_charge": 2}

---

{"formula": "C16H26As2F6GeIrN2OS5", "method": "ωB97M-V/def2-TZVPD", "species": ["Ir", "C", "C", "N", "C", "C", "C", "S", "N", "C", "O", "C", "C", "C", "C", "C", "C", "H", "H", "H", "H", "H", "H", "H", "H", "H", "H", "H", "H", "H", "H", "H", "S", "As", "S", "S", "S", "F", "As", "F", "F", "F", "F", "F", "C", "Ge", "C", "C", "C", "H", "H", "H", "H", "H", "H", "H", "H", "H", "H", "H"], "xyz": [[1.6081, 1.0654, -0.7741], [-4.2673, 1.7556, 0.4977], [-4.0106, 1.9741, -0.9876], [-2.6654, 2.4594, -1.2783], [-2.5122, 3.8826, -1.5526], [-2.8429, 4.2597, -2.9905], [-1.6362, 1.5866, -1.3828], [-0.2024, 2.0865, -2.1828], [-1.9007, 0.3419, -0.9826], [-1.0197, -0.5056, -0.5109], [0.0843, -0.1915, 0.0417], [-1.3882, -1.9493, -0.5463], [-0.3856, -2.8977, -0.4028], [-0.6753, -4.2478, -0.5646], [-1.9703, -4.6457, -0.8592], [-2.9890, -3.6991, -0.9533], [-2.6983, -2.3538, -0.8005], [-5.2834, 1.3836, 0.6514], [-4.1429, 2.6840, 1.0595], [-3.5646, 1.0203, 0.8868], [-4.7192, 2.6996, -1.3920], [-4.1450, 1.0309, -1.5171], [-1.4831, 4.1611, -1.3361], [-3.1621, 4.4245, -0.8600], [-2.1623, 3.7485, -3.6715], [-2.7239, 5.3369, -3.1285], [-3.8701, 3.9893, -3.2505], [0.6228, -2.5826, -0.1829], [0.1271, -4.9682, -0.4809], [-2.1926, -5.6944, -1.0219], [-4.0068, -4.0089, -1.1602], [-3.4753, -1.6035, -0.8753], [5.2255, 3.2113, 1.1187], [3.9790, 3.2370, -0.5546], [3.2373, 1.3442, -2.0349], [1.7987, 3.0443, 0.0749], [4.2641, 4.8883, -1.7996], [2.6388, -2.3307, -1.5231], [3.4253, -3.8226, -1.0649], [4.6084, -2.9394, -0.1683], [4.1812, -5.3156, -0.6177], [2.4325, -3.9050, 0.3635], [2.2119, -4.7117, -1.9339], [4.4077, -3.7447, -2.4854], [0.5335, 1.3676, 2.8628], [1.9350, 0.0595, 2.4524], [3.3561, 0.4091, 3.7518], [1.1645, -1.7011, 2.7945], [2.7843, 0.2139, 0.6953], [0.0401, 1.0923, 3.8010], [-0.2174, 1.3890, 2.0697], [0.9568, 2.3677, 2.9610], [2.9698, 0.4330, 4.7758], [3.8077, 1.3779, 3.5247], [4.1355, -0.3546, 3.6920], [1.0225, -1.8484, 3.8690], [1.8065, -2.4954, 2.4082], [0.1944, -1.7795, 2.2996], [3.0376, -0.7957, 0.3563], [3.7159, 0.7673, 0.8198]], "lowdin_spin": [0.4333, 0.0000, -0.0001, 0.0001, 0.0005, 0.0014, 0.0023, 0.0515, 0.0027, 0.0009, 0.0057, -0.0001, 0.0000, 0.0000, -0.0001, 0.0000, -0.0001, 0.0000, 0.0000, 0.0000, 0.0000, 0.0000, 0.0001, 0.0000, 0.0014, 0.0000, 0.0000, 0.0000, 0.0000, 0.0000, 0.0000, 0.0000, 0.0004, -0.0008, 0.4832, -0.0139, 0.0126, 0.0008, 0.0001, 0.0003, 0.0000, 0.0000, 0.0000, 0.0000, -0.0002, -0.0006, -0.0003, -0.0001, 0.0166, 0.0000, -0.0001, 0.0001, -0.0001, 0.0000, 0.0000, 0.0000, 0.0000, 0.0000, 0.0000, 0.0024], "spin_multiplicity": 2, "homo_lumo_gap_ev": [6.36, 5.89], "homo_ev": [-2.366, -2.387], "total_charge": -2}

---

{"formula": "C7H5BrClNO2", "method": "ωB97M-V/def2-TZVPD", "species": ["C", "C", "C", "C", "C", "C", "C", "N", "O", "O", "Cl", "Br", "H", "H", "H", "H", "H"], "xyz": [[-1.9396, -0.6050, -1.3791], [-1.5916, -1.4619, -0.4183], [-1.2898, 0.6132, -1.5685], [-0.6186, -1.2247, 0.5487], [-0.2100, 0.8321, -0.7306], [0.1842, -0.0375, 0.2661], [1.2733, 0.3327, 1.1141], [1.6933, -0.3916, 2.1979], [1.1430, -1.4534, 2.5271], [2.5631, 0.0915, 2.9415], [2.9268, 3.4867, -1.7419], [2.2234, 1.9017, 0.9397], [-2.6979, -0.7609, -2.2382], [-2.1097, -2.3257, -0.4873], [-1.6741, 1.1639, -2.4724], [-0.3521, -1.7880, 1.3478], [0.4764, 1.6268, -0.8466]], "mulliken_charge": [-0.1398, -0.6477, -0.7210, -0.7035, -0.2728, 1.2358, -0.2181, 0.9476, -0.6647, -0.6000, -0.0949, -0.0597, 0.2344, 0.4641, 0.3043, 0.7619, 0.1740], "homo_lumo_gap_ev": [7.47, 4.86], "homo_ev": [-10.178, -8.853]}

---

{"formula": "C4H9O", "method": "ωB97M-V/def2-TZVPD", "species": ["C", "O", "C", "C", "C", "H", "H", "H", "H", "H", "H", "H", "H", "H"], "xyz": [[-0.7172, -1.4332, -0.3049], [-1.8442, -1.3010, -0.9935], [-1.0672, -1.3176, 1.3184], [-0.0006, -0.3521, 0.5430], [1.3824, -0.5317, 1.0918], [-0.0208, -2.1414, -0.7372], [0.2427, 5.6425, -4.2663], [-1.9708, -0.9121, 1.6970], [-0.5330, -1.9009, 2.0309], [-0.3039, 5.1502, -4.2216], [-0.3870, 0.6817, 0.5598], [1.7215, -1.3871, 0.4196], [1.9491, 0.3552, 0.6474], [1.5491, -0.5525, 2.2153]], "mulliken_charge": [-0.1354, -0.8567, -0.9939, 0.0446, -1.0936, 0.2437, -0.0096, 0.3088, 0.2989, 0.0096, 0.3706, 0.2387, 0.2745, 0.2996], "homo_lumo_gap_ev": 6.16, "homo_ev": -1.790, "total_charge": -1}

---

{"formula": "C5H10BNO", "method": "ωB97M-V/def2-TZVPD", "species": ["B", "C", "C", "C", "C", "C", "N", "O", "H", "H", "H", "H", "H", "H", "H", "H", "H", "H"], "xyz": [[-0.9556, -0.3449, -0.2266], [-3.1920, 0.7239, 0.3766], [-2.4203, -0.1486, -0.4549], [1.2896, 0.2204, -0.8729], [1.8403, 1.4015, -0.0502], [0.9603, -1.6967, 0.7317], [0.4123, -0.6516, -0.2262], [0.8834, 2.2614, 0.3091], [-4.1885, 0.8529, 0.3259], [-2.6299, 1.2181, 1.1796], [-2.9313, -0.7022, -1.2342], [0.6906, 0.6222, -1.7703], [2.0513, -0.3921, -1.2705], [2.3032, 0.8647, 0.8342], [2.4726, 1.8656, -0.7260], [2.0512, -1.7510, 0.8918], [0.5322, -1.6621, 1.7619], [0.8305, -2.6813, 0.4210]], "mulliken_charge": [0.1888, -0.5424, -0.1253, -0.7847, -0.3497, -1.0164, 0.1063, -0.7851, 0.3246, 0.2396, 0.3150, 0.3558, 0.4353, 0.1696, 0.3314, 0.3601, 0.3635, 0.4136], "homo_lumo_gap_ev": [5.08, 5.08], "homo_ev": [-6.586, -6.585]}

---

{"formula": "C7H9NO4S", "method": "ωB97M-V/def2-TZVPD", "species": ["C", "C", "C", "C", "C", "C", "C", "N", "O", "O", "O", "O", "S", "H", "H", "H", "H", "H", "H", "H", "H", "H"], "xyz": [[3.1359, 0.0750, 0.7329], [1.8156, 0.1235, -1.1896], [-4.2173, 0.4462, -0.0076], [-3.2571, 0.4497, 0.8732], [2.9025, -1.3811, 0.3648], [2.0500, -1.3927, -0.8734], [-1.9179, -0.2177, 0.6350], [2.5119, 0.7902, -0.2650], [3.6703, 0.5477, 1.6720], [1.0664, 0.5880, -2.0436], [-0.8800, 1.6267, -0.9669], [1.5468, -2.3322, -1.4383], [-0.6492, 1.0580, 0.4957], [-5.0781, 0.8487, 0.3544], [-4.1280, 0.1427, -1.0313], [-3.3758, 1.0682, 1.7935], [3.8070, -2.0916, 0.4258], [2.5615, -1.8122, 1.2346], [-1.5581, -0.6822, 1.4789], [-1.9365, -0.8580, -0.2800], [2.2983, 1.7880, -0.2621], [-0.3682, 1.2151, -1.7030]], "mulliken_charge": [0.3263, 0.1869, -0.8568, 0.0653, -0.5273, 0.6376, -0.5762, 0.1179, -0.5333, -0.7232, -0.4352, -0.5177, -0.0358, 0.3066, 0.2622, 0.2571, 0.3433, 0.3073, 0.3595, 0.2871, 0.3118, 0.4363], "homo_lumo_gap_ev": 7.65, "homo_ev": -8.523}

---

{"formula": "CH2BrN", "method": "ωB97M-V/def2-TZVPD", "species": ["C", "N", "Br", "H", "H"], "xyz": [[-2.6386, 0.4998, 0.3956], [-1.6451, 0.0281, 0.0247], [1.8656, -0.0875, 0.1907], [3.2655, 0.1121, -0.3450], [-0.8473, -0.5525, -0.2660]], "mulliken_charge": [-0.2265, -0.0586, -0.2337, 0.2445, 0.2743], "homo_lumo_gap_ev": 11.60, "homo_ev": -11.501}

---

{"formula": "C18H19N3OS", "method": "ωB97M-V/def2-TZVPD", "species": ["N", "N", "O", "S", "C", "C", "C", "C", "C", "C", "C", "C", "C", "C", "C", "C", "C", "C", "N", "C", "C", "C", "C", "H", "H", "H", "H", "H", "H", "H", "H", "H", "H", "H", "H", "H", "H", "H", "H", "H", "H", "H"], "xyz": [[-0.0867, 1.9903, -2.3159], [1.1544, 1.5024, -2.2590], [3.8732, 1.1407, -2.7403], [-2.5397, 1.4915, -1.0012], [-0.7793, 1.1128, -1.6268], [1.3077, 0.4244, -1.4596], [4.9657, -1.7912, -0.9909], [3.8249, -2.1848, -0.3583], [-0.3229, -0.8728, 2.6353], [-1.3495, -1.6529, 2.4796], [5.0567, -0.6854, -1.7862], [2.6419, -1.4333, -0.4728], [0.0654, -0.2925, 1.4186], [-1.9772, -2.0600, 1.2737], [3.8251, 0.0612, -1.8572], [2.5712, -0.3090, -1.2818], [-0.3652, -0.6697, 0.0649], [-1.4412, -1.5826, 0.0349], [0.0534, 0.1130, -1.0629], [-2.1291, -2.0420, -1.2735], [-3.0899, 1.7244, 2.1124], [-2.1610, 2.8948, 0.2118], [-3.2143, 2.9168, 1.2892], [2.9840, 1.2270, -2.9759], [5.9534, -2.3104, -0.8456], [3.8288, -3.0774, 0.2899], [0.0746, -0.6605, 3.6715], [-1.6543, -1.9823, 3.4918], [5.9101, -0.1372, -2.1965], [1.6926, -1.9013, -0.0979], [0.7956, 0.4618, 1.4298], [-2.8331, -2.6081, 1.1599], [-2.4199, -1.2321, -1.9462], [-1.3133, -2.7025, -1.7612], [-3.0113, -2.7302, -1.1518], [-3.3670, 0.9584, 1.3434], [-3.8601, 1.6856, 2.9232], [-2.1722, 1.7104, 2.5561], [-1.2016, 2.7426, 0.6468], [-2.0123, 3.8886, -0.4412], [-4.2836, 3.0710, 1.0375], [-2.9940, 3.8005, 1.8325]], "mulliken_charge": [-0.8477, -0.3969, -0.6276, -0.1595, 0.1988, 0.9856, -0.1188, -0.9502, -1.0109, -0.2519, -0.8455, -0.0654, 0.4268, -1.1871, 0.5877, 0.0047, -0.4853, 0.8171, 0.5096, -1.3174, -0.9029, -0.5011, -0.6061, 0.3923, 0.2697, 0.3820, 0.3359, 0.2458, 0.3961, 0.3567, 0.6289, 0.5778, 0.3087, 0.2841, 0.3792, 0.1760, 0.3507, 0.3730, 0.3194, 0.3333, 0.2578, 0.3767], "homo_lumo_gap_ev": 8.73, "homo_ev": -8.449}